A structure of composition C35H58F18N8O14S6. Source: the Open Molecules 2025 dataset; level of theory: the ωB97M-V functional and the def2-TZVPD basis.

Properties
Electronic energy   -7045.90246 Eh
HOMO   -11.94 eV
Charge   +2

Structure (XYZ):
```
139
Properties=species:S:1:pos:R:3:forces:R:3
C 1.518 -0.438 2.479 -0.2 0.2 0.6
C 1.808 -0.282 1.014 1.1 2.4 -0.5
C 1.777 -1.540 0.216 -1.1 -0.6 0.5
O 0.476 -2.113 0.402 0.0 0.2 -0.5
C 0.266 -3.211 -0.446 -0.1 -0.8 -0.7
N 0.925 0.833 0.468 -1.8 -0.7 -0.7
H -0.066 0.581 0.610 0.2 0.0 -0.2
H 1.032 1.790 0.891 0.9 -0.8 0.0
H 0.991 0.903 -0.568 0.1 0.1 0.4
H 2.084 -1.259 2.914 0.0 -0.1 -0.1
H 0.450 -0.635 2.626 0.0 -0.2 0.0
H 1.763 0.466 3.039 0.0 0.0 -0.1
H 2.760 0.224 0.822 0.4 -0.8 0.4
H 2.491 -2.211 0.694 0.4 0.0 -0.3
H 2.004 -1.424 -0.843 0.1 0.2 0.0
H -0.800 -3.352 -0.654 0.0 0.2 0.4
H 0.660 -4.152 -0.031 0.0 0.2 0.2
H 0.723 -3.109 -1.440 0.1 0.4 0.2
C 4.509 -3.059 -5.486 0.5 0.3 -0.5
C 4.173 -3.409 -4.062 -0.6 1.0 0.4
C 3.322 -4.626 -3.876 0.3 -0.8 -0.4
O 2.969 -4.709 -2.524 -0.3 -0.1 0.2
C 2.908 -6.040 -2.040 0.3 0.0 0.5
N 5.342 -3.638 -3.147 0.0 -0.7 -0.2
H 6.065 -2.901 -3.087 -0.4 0.4 0.4
H 4.866 -3.778 -2.243 0.6 0.3 0.2
H 5.800 -4.525 -3.381 0.1 0.2 0.0
H 5.466 -3.471 -5.813 0.0 0.0 0.1
H 4.540 -1.975 -5.585 0.3 0.0 -0.1
H 3.770 -3.392 -6.213 -0.2 -0.2 0.3
H 3.680 -2.564 -3.572 -0.2 0.0 -0.2
H 3.951 -5.492 -4.155 -0.2 -0.1 0.0
H 2.446 -4.651 -4.525 0.0 0.3 -0.1
H 3.925 -6.447 -2.008 -0.1 -0.2 0.1
H 2.272 -6.716 -2.613 -0.1 0.2 -0.3
H 2.511 -5.982 -1.028 0.1 0.0 0.0
C -2.004 -3.918 -4.500 0.6 0.1 1.2
C -3.314 -4.151 -3.751 -0.6 -1.3 -1.0
C -4.177 -2.927 -3.846 0.0 0.5 1.9
N -5.475 -2.999 -3.023 0.9 -1.0 -1.5
C -5.314 -2.987 -1.525 -0.3 -0.2 -0.4
C -4.781 -1.668 -1.076 -0.1 1.3 1.1
C -5.568 -0.455 -1.573 -0.2 0.3 0.4
C -5.805 -0.552 -3.058 1.5 0.4 -0.7
C -6.383 -1.882 -3.446 -0.9 0.0 0.7
C -6.133 -4.268 -3.421 -1.0 0.1 1.1
H -1.422 -3.137 -3.998 -0.1 0.2 -0.4
H -2.144 -3.679 -5.551 -0.1 0.1 0.0
H -1.387 -4.807 -4.419 0.0 -0.2 -0.2
H -3.218 -4.482 -2.713 0.5 0.4 0.1
H -3.781 -5.030 -4.215 -0.2 0.2 -0.1
H -4.514 -2.648 -4.838 0.4 0.1 -0.2
H -3.615 -2.154 -3.323 0.1 0.4 -0.8
H -4.659 -3.792 -1.199 0.0 -0.2 -0.3
H -6.337 -3.236 -1.237 0.1 0.3 0.7
H -3.715 -1.569 -1.298 -0.1 0.0 -0.4
H -4.800 -1.513 0.007 0.0 -0.9 0.1
H -5.000 0.420 -1.260 0.1 0.1 -0.5
H -6.512 -0.304 -1.035 -0.1 -0.6 0.0
H -4.805 -0.545 -3.514 -0.1 0.4 -0.1
H -6.300 0.304 -3.508 -0.5 -0.2 0.1
H -6.594 -1.988 -4.507 0.2 0.0 -0.1
H -7.311 -2.102 -2.907 -0.1 0.2 -0.1
H -7.132 -4.192 -2.988 -0.2 -0.3 -0.4
H -5.668 -5.108 -2.917 0.3 -0.1 -0.3
H -6.169 -4.366 -4.497 0.1 0.0 -0.1
C -4.278 9.165 6.389 0.0 0.3 -0.7
N -3.841 7.761 6.343 0.2 0.0 0.5
C -4.739 6.760 6.256 0.2 0.8 -0.4
C -4.306 5.463 6.253 -0.2 -0.5 -0.2
C -2.942 5.185 6.252 -0.1 0.3 1.3
C -2.062 6.238 6.521 0.2 -1.2 -0.8
C -2.536 7.514 6.527 0.2 0.1 0.6
C -2.454 3.796 6.179 0.3 -0.4 -0.5
C -3.048 2.907 5.288 -0.5 0.4 -1.0
C -2.507 1.684 5.029 -0.3 -0.9 1.7
N -1.492 1.250 5.806 0.5 -0.5 -0.4
C -0.895 2.059 6.665 0.5 0.6 0.7
C -1.349 3.339 6.878 -0.8 0.6 0.3
C -1.030 -0.158 5.693 -0.9 0.3 -1.0
H -4.860 9.381 7.278 0.0 -0.1 0.1
H -4.843 9.390 5.486 -0.2 -0.1 0.1
H -3.382 9.772 6.340 0.0 0.2 0.2
H -5.751 7.118 6.116 -0.2 -0.4 0.2
H -5.007 4.641 6.304 -0.2 0.2 -0.3
H -1.017 5.991 6.649 0.1 0.5 -0.1
H -1.891 8.340 6.784 -0.1 0.2 -0.3
H -3.928 3.177 4.716 0.1 0.2 0.0
H -3.003 0.903 4.471 0.1 0.2 -0.5
H -0.033 1.740 7.233 -0.1 -0.5 -0.2
H -0.974 3.949 7.689 0.6 -0.1 -0.2
H -0.925 -0.380 4.630 0.6 0.2 0.1
H -1.856 -0.808 5.981 0.2 0.0 0.7
H -0.114 -0.266 6.251 0.1 -0.3 0.0
C -0.867 3.440 2.330 0.9 0.8 0.0
F -1.246 2.164 2.207 -0.2 -0.1 0.0
F -0.810 4.010 1.146 -0.1 -0.2 -0.2
F -1.781 4.102 3.053 -0.4 -0.1 0.2
S 0.767 3.591 3.215 0.9 -1.0 -1.2
O 0.907 4.968 3.571 -0.5 0.2 -0.1
O 0.694 2.643 4.302 -0.8 -0.3 0.2
N 1.747 3.074 1.984 -1.4 0.7 2.1
S 3.194 3.658 2.425 1.5 0.3 0.0
O 3.392 4.950 1.868 0.3 0.2 -0.4
O 3.480 3.467 3.820 -0.3 -0.3 0.1
C 4.371 2.520 1.554 0.0 1.2 -1.0
F 5.590 3.017 1.695 -0.1 -0.3 0.5
F 4.317 1.270 1.973 0.0 -0.1 0.2
F 4.073 2.591 0.250 -0.2 -0.6 -0.1
C 8.232 -0.956 -3.793 -0.3 2.1 0.0
F 8.919 0.018 -4.395 -0.2 0.1 -0.2
F 7.138 -1.215 -4.547 0.3 -0.7 0.0
F 9.040 -1.975 -3.701 -0.2 -1.2 0.1
S 7.719 -0.249 -2.152 1.2 -2.3 0.0
O 8.955 -0.208 -1.456 0.4 0.2 0.4
O 6.996 0.940 -2.394 -0.8 0.5 -0.4
N 6.798 -1.568 -1.654 0.7 1.2 -0.4
S 5.863 -0.999 -0.525 -1.6 -0.1 -0.1
O 6.449 0.001 0.307 0.1 0.2 0.3
O 4.533 -0.780 -1.061 -0.1 -0.1 0.6
C 5.579 -2.411 0.644 1.1 -0.7 -0.9
F 4.810 -3.362 0.038 -0.4 0.3 0.2
F 6.693 -3.049 0.989 0.1 0.3 0.1
F 4.994 -1.955 1.731 -0.6 -0.1 0.2
C -2.416 2.417 -2.209 0.0 -0.8 2.2
F -3.710 2.301 -1.856 -0.2 0.0 -0.8
F -2.258 2.908 -3.393 -0.2 0.4 -0.4
F -1.885 3.201 -1.248 0.2 0.2 -0.7
S -1.613 0.752 -2.031 1.1 0.1 -0.1
O -1.782 0.330 -0.661 0.0 0.6 0.3
O -2.180 -0.132 -3.005 -0.6 0.0 -0.4
N -0.095 1.199 -2.343 -1.5 -0.2 0.8
S 0.478 0.473 -3.624 1.3 -1.6 -1.8
O 0.620 -0.958 -3.433 0.1 0.3 0.4
O -0.031 0.875 -4.899 -0.4 0.4 0.2
C 2.197 1.146 -3.612 -0.2 0.2 0.4
F 2.978 0.384 -4.363 0.0 -0.2 -0.1
F 2.217 2.378 -4.083 0.0 0.3 -0.1
F 2.659 1.159 -2.364 0.3 -0.1 0.3
```
Forces are in eV/Å.